# 1
C17H23ClO4 | ωB97M-V/def2-TZVPD

Last column: Löwdin charge in e.
Atoms and positions in Å:
1 C 2.120 4.219 -1.248  -0.057
2 C 1.211 3.018 -1.036  -0.204
3 H 1.194 2.381 -1.926  0.118
4 H 0.197 3.336 -0.783  0.127
5 O 1.671 2.245 0.075  0.016
6 C 2.288 1.097 -0.173  -0.420
7 O 2.448 0.621 -1.270  0.110
8 C 2.815 0.460 1.090  -0.344
9 C 3.560 1.349 2.005  -0.065
10 O 2.269 0.924 2.294  0.033
11 H 3.671 2.401 1.767  0.121
12 H 4.349 0.920 2.614  0.123
13 C 3.169 -1.013 0.983  -0.100
14 C 2.054 -1.918 1.517  -0.182
15 C 0.769 -1.883 0.692  -0.194
16 C 0.969 -2.358 -0.748  -0.201
17 C -0.337 -2.776 -1.422  -0.165
18 C -1.387 -1.668 -1.464  -0.200
19 O -2.069 -1.659 -0.223  -0.055
20 C -3.131 -0.838 -0.054  -0.268
21 C -3.597 0.076 -0.995  -0.017
22 C -4.710 0.853 -0.721  -0.107
23 C -5.360 0.725 0.493  -0.689
24 C -4.903 -0.175 1.445  -0.104
25 C -3.796 -0.948 1.171  0.001
26 H -3.423 -1.655 1.894  0.120
27 H -5.414 -0.269 2.390  0.106
28 Cl -6.756 1.693 0.827  0.654
29 H -5.069 1.557 -1.455  0.105
30 H -3.104 0.193 -1.947  0.104
31 H -2.104 -1.865 -2.273  0.128
32 H -0.908 -0.696 -1.646  0.132
33 H -0.123 -3.089 -2.445  0.113
34 H -0.773 -3.624 -0.890  0.120
35 H 1.641 -3.220 -0.751  0.117
36 H 1.437 -1.568 -1.338  0.096
37 H 0.035 -2.528 1.177  0.116
38 H 0.364 -0.870 0.698  0.117
39 H 1.823 -1.609 2.538  0.113
40 H 2.432 -2.943 1.549  0.113
41 H 4.078 -1.206 1.556  0.120
42 H 3.374 -1.233 -0.064  0.115
43 H 2.163 4.821 -0.343  0.077
44 H 1.737 4.830 -2.060  0.077
45 H 3.127 3.891 -1.499  0.080

Calculated values
LUMO level, eV: 0.74
E_HOMO, eV: -8.362
Electronic energy, Eh: -1422.70856
Frontier orbital gap, eV: 9.1
Strongest force on any atom, eV/A: 1.23
Energy above the lowest of the compared OMol25 structures with the same formula, charge and spin, kJ/mol: 20.8

# 2
C17H23CoN6O10S2 | ωB97M-V/def2-TZVPD

Last column: Löwdin spin population.
Atoms and positions in Å:
1 Co 1.228 -0.993 0.369  3.147
2 O 1.592 -0.723 -1.658  0.064
3 S 2.988 -0.249 -1.435  0.007
4 O 3.991 -0.967 -2.156  0.015
5 O 3.153 -0.214 0.040  0.085
6 C 3.035 1.430 -2.033  0.000
7 C 4.179 1.769 -2.746  0.001
8 C 4.275 3.002 -3.364  0.000
9 C 3.221 3.897 -3.293  0.001
10 C 2.089 3.585 -2.558  0.000
11 C 1.984 2.360 -1.910  0.001
12 S 0.555 2.196 -0.826  0.003
13 O 0.326 3.533 -0.287  0.005
14 O -0.556 1.682 -1.612  0.000
15 O 0.974 1.274 0.236  0.032
16 H 4.975 1.041 -2.823  0.000
17 H 5.171 3.255 -3.916  0.000
18 H 3.286 4.855 -3.793  0.000
19 H 1.283 4.297 -2.457  0.000
20 N -0.846 -0.576 0.043  0.207
21 C -1.306 0.221 1.161  0.015
22 C -2.733 -0.107 1.543  0.005
23 C -3.232 0.494 2.844  0.002
24 C -2.944 1.993 2.985  0.000
25 N -2.880 2.699 1.697  0.000
26 C -1.729 3.086 1.123  0.000
27 N -1.743 3.609 -0.124  0.000
28 N -0.572 3.027 1.784  0.001
29 C -0.316 0.084 2.308  0.015
30 O -0.369 0.886 3.241  0.014
31 O 0.525 -0.870 2.175  0.122
32 H -0.792 -0.034 -0.821  0.004
33 H -1.349 -1.455 -0.097  0.003
34 H -1.244 1.252 0.839  0.001
35 H -2.855 -1.192 1.600  0.000
36 H -3.368 0.212 0.711  0.000
37 H -2.789 0.000 3.711  0.000
38 H -4.305 0.293 2.897  0.000
39 H -1.992 2.129 3.483  0.000
40 H -3.701 2.466 3.608  0.000
41 H -3.711 2.725 1.128  0.000
42 H -2.579 3.517 -0.675  0.000
43 H -0.878 3.556 -0.638  0.000
44 H -0.480 2.333 2.554  0.000
45 H 0.275 3.121 1.218  0.000
46 C -1.634 -5.951 -0.803  0.001
47 N -0.481 -5.124 -0.462  0.004
48 C 0.759 -5.666 -0.267  -0.002
49 C 1.821 -4.928 0.098  0.004
50 C 1.581 -3.525 0.265  0.011
51 O 2.439 -2.667 0.609  0.121
52 N 0.367 -3.011 0.052  0.099
53 C -0.703 -3.758 -0.288  0.011
54 O -1.843 -3.310 -0.436  -0.002
55 H -1.305 -6.984 -0.881  0.000
56 H -2.065 -5.629 -1.747  0.000
57 H -2.401 -5.867 -0.038  0.000
58 H 0.829 -6.733 -0.429  0.000
59 H 2.802 -5.348 0.252  0.001

Calculated values
⟨S²⟩: 6.0101
LUMO level (spin up / spin down), eV: 0.38 / -1.72
E_HOMO (spin up / spin down), eV: -9.184 / -9.158
Electronic energy, Eh: -3921.72043
Frontier orbital gap (spin up / spin down), eV: 9.6 / 7.4
Strongest force on any atom, eV/A: 6.89
Energy above the lowest of the compared OMol25 structures with the same formula, charge and spin, kJ/mol: 223.3
Spin multiplicity: 5

# 3
C17H23CoN9O3S | ωB97M-V/def2-TZVPD

Last column: Löwdin charge in e.
Atoms and positions in Å:
1 Co 0.765 -0.183 -0.030  0.308
2 N -0.566 3.813 -0.519  0.110
3 C -0.242 2.554 -0.200  -0.777
4 S 0.559 1.584 -1.396  0.808
5 N -0.560 2.133 1.000  0.065
6 N -0.178 0.857 1.231  -0.035
7 C -0.508 0.285 2.338  -0.170
8 C -1.345 0.907 3.385  -0.178
9 C -0.964 2.085 4.019  -0.022
10 C -1.769 2.627 5.008  -0.060
11 C -2.963 2.009 5.354  -0.068
12 C -3.355 0.844 4.710  -0.062
13 C -2.545 0.288 3.731  -0.035
14 C -0.014 -1.093 2.460  -0.191
15 C -0.166 -1.867 3.599  0.030
16 C 0.360 -3.148 3.616  -0.012
17 C 1.021 -3.624 2.496  -0.023
18 C 1.144 -2.787 1.403  -0.090
19 N 0.651 -1.555 1.382  0.057
20 H -0.345 4.188 -1.423  0.097
21 H -1.058 4.378 0.151  0.116
22 H -0.047 2.581 3.732  0.104
23 H -1.467 3.538 5.506  0.110
24 H -3.591 2.439 6.122  0.110
25 H -4.292 0.369 4.966  0.110
26 H -2.855 -0.614 3.217  0.118
27 H -0.682 -1.458 4.455  0.128
28 H 0.256 -3.768 4.496  0.124
29 H 1.445 -4.617 2.466  0.118
30 H 1.669 -3.124 0.518  0.115
31 N 1.766 -1.131 -1.475  0.007
32 N 0.916 -1.573 -2.495  0.050
33 C -0.422 -1.500 -2.291  -0.384
34 N -1.211 -1.855 -3.292  0.231
35 N -0.771 -1.101 -1.066  0.080
36 N -2.109 -1.114 -0.703  -0.377
37 O -2.978 -1.280 -1.546  0.072
38 O -2.320 -0.949 0.471  0.107
39 H 2.375 -0.371 -1.775  0.107
40 H 2.353 -1.881 -1.121  0.125
41 H 1.292 -1.731 -3.416  0.168
42 H -0.825 -2.188 -4.158  0.135
43 H -2.210 -1.775 -3.163  0.105
44 C 3.390 -0.426 2.540  -0.050
45 C 3.188 0.708 1.538  -0.501
46 C 2.638 1.954 2.222  -0.047
47 O 2.496 0.331 0.369  -0.308
48 H 4.153 -0.149 3.269  0.087
49 H 3.726 -1.331 2.031  0.076
50 H 2.478 -0.650 3.097  0.061
51 H 4.183 0.971 1.155  0.139
52 H 1.768 1.718 2.835  0.048
53 H 2.359 2.705 1.482  0.079
54 H 3.394 2.385 2.880  0.088

Calculated values
LUMO level, eV: -3.35
E_HOMO, eV: -10.842
Electronic energy, Eh: -3160.80994
Total charge: +1
Frontier orbital gap, eV: 7.5
Strongest force on any atom, eV/A: 0.22
Energy above the lowest of the compared OMol25 structures with the same formula, charge and spin, kJ/mol: 0.0

# 4
C17H23F3N5O6PS | ωB97M-V/def2-TZVPD

Last column: Löwdin charge in e.
Atoms and positions in Å:
1 C -2.608 -3.082 -1.221  -0.042
2 C -1.267 -2.923 -1.904  -0.618
3 C -0.795 -4.186 -2.630  -0.071
4 C -1.435 -1.761 -2.888  -0.037
5 N -0.204 -2.630 -0.890  -0.210
6 P 1.438 -2.633 -1.360  1.213
7 H -0.569 1.857 -0.441  0.133
8 N 1.786 -1.998 0.187  -0.208
9 C 3.146 -1.458 0.491  -0.618
10 C 3.259 -1.126 1.966  -0.042
11 C 3.414 -0.158 -0.269  -0.029
12 C 4.105 -2.573 0.068  -0.067
13 C 0.816 -2.314 1.106  -0.074
14 C -0.348 -2.680 0.477  -0.070
15 H -2.919 -2.124 -0.785  0.090
16 H -3.352 -3.389 -1.969  0.109
17 H -2.584 -3.836 -0.431  0.084
18 H 0.160 -4.025 -3.159  0.052
19 H -0.637 -4.986 -1.892  0.092
20 H -1.529 -4.547 -3.361  0.098
21 H -0.499 -1.410 -3.338  0.076
22 H -2.118 -2.084 -3.694  0.106
23 H -1.903 -0.902 -2.388  0.072
24 H 3.074 -2.002 2.596  0.090
25 H 4.276 -0.757 2.165  0.109
26 H 2.534 -0.345 2.229  0.067
27 H 3.192 -0.216 -1.338  0.073
28 H 2.792 0.649 0.138  0.082
29 H 4.472 0.126 -0.123  0.105
30 H 4.003 -2.812 -1.003  0.049
31 H 5.153 -2.317 0.265  0.098
32 H 3.853 -3.480 0.638  0.094
33 H 0.990 -2.166 2.156  0.124
34 H -1.309 -2.856 0.918  0.122
35 O 1.866 2.968 1.920  -0.287
36 S 0.638 2.269 2.211  0.750
37 O 0.566 0.826 2.076  -0.339
38 C 0.090 2.691 3.963  -0.622
39 F 0.953 2.223 4.875  0.129
40 F -0.013 4.032 4.093  0.131
41 F -1.123 2.140 4.201  0.121
42 C -0.693 2.919 1.253  -0.301
43 C -1.337 1.864 0.332  -0.102
44 C -2.548 2.386 -0.327  -0.119
45 N -3.382 1.672 -1.136  -0.184
46 O -3.666 0.492 -1.269  -0.010
47 O -3.995 2.670 -1.983  -0.004
48 N -3.481 3.913 -1.745  0.132
49 C -2.592 3.722 -0.712  -0.170
50 C -1.735 4.684 -0.078  -0.094
51 N -1.903 6.142 -0.224  -0.339
52 O -2.626 6.664 -1.095  0.031
53 O -1.247 6.838 0.591  -0.012
54 C -0.719 4.224 0.809  -0.006
55 H -1.450 0.860 0.762  0.113
56 H 0.008 4.949 1.166  0.127

Calculated values
LUMO level, eV: -2.36
E_HOMO, eV: -6.818
Electronic energy, Eh: -2425.62725
Frontier orbital gap, eV: 4.5
Strongest force on any atom, eV/A: 3.80
Energy above the lowest of the compared OMol25 structures with the same formula, charge and spin, kJ/mol: 0.0

# 5
C17H23N3O3S | ωB97M-V/def2-TZVPD

Last column: Löwdin charge in e.
Atoms and positions in Å:
1 C -1.640 -0.401 2.971  -0.017
2 H -2.617 -0.426 3.016  -0.020
3 C -1.147 0.523 1.638  -0.082
4 N -1.830 -0.143 0.441  -0.027
5 C -3.056 -0.075 -0.059  -0.605
6 N -4.088 0.758 0.754  0.001
7 H -3.776 1.349 1.580  0.119
8 C -5.276 1.285 -0.072  -0.296
9 C -5.103 2.503 -0.947  -0.080
10 H -4.277 2.204 -1.630  0.078
11 H -6.045 2.945 -1.313  0.077
12 H -4.802 3.427 -0.376  0.082
13 H -5.963 1.307 0.720  0.095
14 H -5.602 0.508 -0.501  -0.006
15 S -3.571 -0.797 -1.488  1.077
16 C -2.081 -1.728 -1.422  -0.512
17 C -1.785 -3.004 -0.521  0.001
18 C -0.424 -2.755 -0.007  -0.528
19 O 0.292 -3.374 0.563  0.166
20 N 0.101 -1.486 -0.479  0.090
21 C -0.864 -0.776 -1.390  -0.436
22 O -0.716 0.361 -1.717  0.079
23 C 1.464 -0.995 -0.344  -0.247
24 C 1.720 0.288 -0.122  -0.039
25 C 3.093 0.818 -0.372  0.049
26 C 4.204 -0.266 -0.066  -0.106
27 C 3.808 -1.828 -0.163  0.030
28 C 2.531 -1.889 -0.370  -0.089
29 H 2.190 -3.138 -0.308  0.190
30 H 4.631 -2.404 -0.034  0.069
31 O 5.451 0.096 0.080  -0.048
32 C 5.858 1.300 -0.006  -0.426
33 C 5.980 1.955 -1.266  -0.077
34 H 6.574 1.178 -1.934  0.156
35 H 6.314 2.859 -1.240  0.017
36 H 5.003 2.144 -1.701  0.077
37 H 6.924 1.281 0.372  0.134
38 H 5.270 1.967 1.045  0.213
39 H 3.276 1.749 -0.040  0.020
40 H 0.891 1.109 -0.276  0.146
41 H -1.892 -3.902 -0.857  0.045
42 H -2.623 -2.683 0.528  0.234
43 H -2.091 -2.059 -2.562  0.143
44 H -0.272 0.253 1.559  -0.030
45 H -1.700 1.546 1.747  0.137
46 H -1.074 -0.049 3.767  0.028
47 H -1.259 -1.532 2.801  0.118

Calculated values
LUMO level, eV: 0.56
E_HOMO, eV: -7.531
Electronic energy, Eh: -1449.29455
Frontier orbital gap, eV: 8.1
Strongest force on any atom, eV/A: 14.28
Energy above the lowest of the compared OMol25 structures with the same formula, charge and spin, kJ/mol: 1469.4